# 1
# C9H18NO2

A gas-phase ion, C9H18NO2 (charge +1) at a distorted geometry (ωB97M-V/def2-TZVPD, OMol25).

XYZ file:
```
30
Properties=species:S:1:pos:R:3:forces:R:3:lowdin_charge:R:1
C 0.567685 -1.512003 1.861863 3.0 -0.4 0.6 -0.087
C 0.531749 0.000475 -0.123757 0.2 0.6 2.6 -0.114
C -0.774474 -0.699877 0.089817 -1.3 0.1 1.2 -0.366
C 1.348763 -0.389362 -1.193749 2.8 -2.5 -1.0 0.000
C -1.063794 -1.945632 -0.770810 -1.0 2.4 1.2 0.030
C 2.372711 1.486543 0.942076 0.6 1.4 -1.3 -0.083
C -1.901871 1.045448 -1.317917 1.2 2.3 -1.0 -0.090
C 0.900671 1.216488 0.724336 -1.0 -0.8 -0.2 -0.205
C -1.866138 0.438284 0.015103 3.0 1.9 1.6 -0.169
N -0.606987 -1.228623 1.486654 -2.4 0.3 -0.1 -0.102
O 0.675505 -1.979670 3.120122 0.7 -1.1 0.4 0.045
O -1.814675 -1.508239 2.159024 -0.5 0.4 -0.4 0.078
H 1.207668 0.005985 -2.176328 -0.9 0.7 -0.7 0.132
H 1.288770 -1.505520 -1.347032 0.0 1.1 0.1 0.136
H 2.417356 -0.137529 -1.045102 -0.6 -0.1 0.3 0.115
H -0.421415 -2.684344 -0.424211 0.9 -1.7 0.2 0.081
H -1.055655 -1.791242 -1.799725 0.7 0.4 -1.8 0.079
H -2.093086 -2.139867 -0.595226 -0.9 -0.8 0.6 0.100
H 2.382501 2.539206 1.359972 0.6 -1.6 0.3 0.113
H 2.939186 1.608021 -0.011202 -0.5 -0.1 0.5 0.083
H 2.890261 0.660894 1.457611 -0.4 0.7 0.4 0.094
H -2.142482 0.294218 -2.003883 -0.6 -0.8 -1.6 0.065
H -0.889188 1.472614 -1.600937 -1.2 -0.3 0.1 0.101
H -2.638637 1.882622 -1.334381 0.5 -0.7 -0.2 0.118
H 0.393433 2.074607 0.207616 0.5 -0.5 0.3 0.152
H 0.435252 1.096927 1.717826 -0.1 0.3 -0.6 0.129
H -2.842553 0.167483 0.213922 -1.7 -1.2 1.2 0.104
H -1.538124 1.332739 0.675711 -0.8 -2.0 -0.3 0.145
H 1.513506 -2.487232 3.439473 -1.9 1.7 -1.6 0.185
H -1.694169 -1.931552 3.031928 0.8 0.2 -0.5 0.134
```
Forces are in eV/Å.

Properties
E_HOMO (spin up / spin down) ... -13.154 / -13.154 eV
Electronic energy ... -15198.2122 eV
Charge ... +1
Frontier orbital gap (spin up / spin down) ... 7.80 / 7.80 eV
LUMO level (spin up / spin down) ... -0.197 / -0.197 Eh

# 2
# C27H32N2O6

A single C27H32N2O6 molecule (ωB97M-V/def2-TZVPD, OMol25).

XYZ file:
```
67
Properties=species:S:1:pos:R:3:forces:R:3:lowdin_charge:R:1
C -8.990085 -1.123251 -0.513802 -0.3 0.1 0.0 -0.077
H -9.701348 -1.928305 -0.690088 0.0 0.1 0.0 0.095
O -7.743354 -1.751768 -0.319546 0.4 -0.1 0.1 -0.065
C -6.660779 -0.986608 -0.068403 0.3 0.2 0.1 -0.267
C -6.666897 0.395093 0.008159 -0.3 0.0 -0.1 0.059
C -5.490019 1.098120 0.267724 0.3 -0.3 0.0 -0.245
C -4.276889 0.401121 0.490403 -0.2 0.3 -0.1 -0.093
C -4.298052 -1.000231 0.389165 -0.2 0.1 0.0 -0.017
C -5.451861 -1.681287 0.114635 -0.1 -0.2 0.0 -0.004
H -5.464335 -2.755771 0.033202 0.0 -0.1 0.0 0.117
H -3.382943 -1.557151 0.508734 0.1 -0.1 0.0 0.112
C -3.069423 1.155822 0.794900 -0.2 0.2 -0.1 -0.312
O -3.037172 2.391310 0.739815 0.0 -0.1 0.0 0.057
C -1.856721 0.420902 1.201971 0.7 0.1 0.2 0.033
C -0.650289 0.976396 1.066442 -0.7 0.0 -0.1 0.065
C 0.564338 0.255418 1.494852 0.2 -0.2 0.1 -0.416
O 0.567824 -0.975028 1.560592 -0.2 -0.1 0.1 0.026
N 1.653080 0.982320 1.827923 0.0 -0.2 0.0 -0.021
C 1.687626 2.438564 1.800117 -0.1 0.4 -0.1 -0.077
C 1.565498 3.059679 0.428610 0.2 0.0 0.0 -0.150
C 0.566719 3.979281 0.148604 0.2 0.0 0.0 -0.057
C 0.473210 4.577597 -1.096811 -0.1 0.1 -0.1 -0.083
C 1.393582 4.254816 -2.075664 -0.1 0.1 0.1 -0.079
C 2.411579 3.354535 -1.812645 0.3 -0.2 0.0 -0.012
C 2.512073 2.754704 -0.561557 -0.2 0.1 0.0 -0.217
O 3.485931 1.881583 -0.202650 -0.4 0.2 0.2 -0.085
C 4.591027 1.703440 -1.057150 0.4 -0.1 -0.2 -0.066
H 5.066124 2.659353 -1.297080 -0.1 0.0 0.0 0.102
H 4.307866 1.193123 -1.983509 0.0 0.0 0.0 0.093
H 5.284359 1.081581 -0.492637 0.0 0.0 -0.1 0.082
H 3.127396 3.125831 -2.586226 0.1 0.0 0.0 0.104
H 1.329600 4.709629 -3.052842 0.0 0.0 -0.1 0.105
H -0.313893 5.287420 -1.296336 -0.1 0.1 0.0 0.103
H -0.148081 4.237317 0.917543 -0.1 0.0 0.1 0.119
H 0.897153 2.837687 2.446927 0.1 0.0 -0.1 0.136
H 2.654367 2.736107 2.213132 -0.2 -0.1 0.1 0.138
C 2.769265 0.278414 2.437871 0.3 -0.3 0.1 -0.031
H 2.360302 -0.532955 3.052012 0.1 0.1 0.0 0.138
H 3.328979 0.963618 3.074108 0.0 -0.1 -0.1 0.131
C 3.756739 -0.360030 1.442110 -0.4 0.2 0.4 -0.474
O 4.941087 -0.086927 1.440967 0.4 0.1 0.1 0.045
N 3.170601 -1.256366 0.644386 -0.3 -0.4 -0.4 0.125
H 2.190773 -1.464290 0.808274 0.1 0.2 0.1 0.090
C 3.858006 -2.025406 -0.367728 0.5 0.0 -0.2 -0.303
C 4.047620 -3.479139 0.083952 -0.1 0.2 0.1 -0.141
C 2.714707 -4.217420 0.171239 0.2 -0.2 -0.2 -0.197
H 2.891556 -5.253954 0.466097 0.0 0.0 0.1 0.109
H 2.084759 -3.757326 0.934735 -0.1 0.0 0.1 0.110
C 1.994259 -4.173098 -1.172425 -0.2 0.1 0.2 -0.203
C 1.756342 -2.726814 -1.594479 0.2 -0.1 -0.2 -0.194
C 3.079358 -1.968945 -1.685783 -0.1 0.1 0.2 -0.142
H 3.695559 -2.409801 -2.472433 0.0 0.0 -0.1 0.119
H 2.889880 -0.925913 -1.947680 0.1 0.0 0.0 0.105
H 1.097082 -2.243112 -0.870770 -0.1 0.1 0.0 0.101
H 1.255590 -2.698247 -2.564937 -0.1 0.1 0.0 0.110
H 1.040931 -4.700349 -1.101804 0.0 -0.1 -0.1 0.108
H 2.601973 -4.677803 -1.927893 0.0 -0.1 -0.1 0.113
H 4.548568 -3.486673 1.053757 0.1 0.0 0.0 0.118
H 4.696629 -3.983926 -0.634865 0.1 -0.1 0.0 0.118
H 4.841804 -1.558837 -0.493163 -0.2 -0.1 0.0 0.143
H -0.559595 1.948137 0.610109 -0.1 0.1 0.0 0.093
H -1.953303 -0.556278 1.649116 0.1 -0.1 0.0 0.115
O -5.564763 2.427799 0.303670 0.1 0.2 0.0 0.091
H -4.647419 2.772958 0.464885 -0.2 -0.2 -0.1 0.084
H -7.560543 0.978932 -0.139015 -0.1 0.0 0.0 0.118
H -8.970508 -0.458603 -1.382456 0.0 0.0 0.0 0.098
H -9.293424 -0.556973 0.371612 0.0 0.0 0.0 0.098
```
Forces are in eV/Å.

Properties
E_HOMO ... -8.668 eV
Electronic energy ... -43784.3963 eV
SMILES ... COc1ccc(C(=O)/C=C/C(=O)N(CC(=O)NC2CCCCC2)Cc2ccccc2OC)c(O)c1
Frontier orbital gap ... 8.09 eV
LUMO level ... -0.021 Eh

Calculated relative energy (zero: lowest compared OMol25 entry of this formula, charge and spin), 5.1453 0.2066 eV (same order as the records).